No. 1
Formula: C5H8N
Source: OMol25
Level of theory: the ωB97M-V functional and the def2-TZVPD basis

Lowest unoccupied orbital energy in eV: -6.1
Charge: +1
HOMO-LUMO gap in eV: 9.32

Atoms and positions in Å:
N (-0.4787, 0.7749, -0.4371)
C (0.5805, -0.0544, -0.1400)
C (-1.7143, 0.0266, -0.3383)
C (1.8320, -0.0654, -0.9628)
C (0.1262, -0.4289, 1.1979)
C (-1.0551, 0.4908, 0.9215)
H (2.5698, -0.7484, -0.7005)
H (-0.4115, -1.3050, 1.2766)
H (1.5096, -0.2431, -1.9150)
H (2.1277, 0.9932, -1.1103)
H (-1.5028, 1.2998, 1.4148)
H (-2.5267, 0.5431, -0.6120)
H (-1.7947, -1.0395, -0.6669)
H (0.7381, -0.2438, 2.0721)

Mulliken population analysis, charges in e, atoms 1 to 2: -0.301, 0.815



No. 2
Formula: C5H8N
Source: OMol25
Level of theory: the ωB97M-V functional and the def2-TZVPD basis

Lowest unoccupied orbital energy in eV: -4.1
Charge: +1
HOMO-LUMO gap in eV: 9.68

Atoms and positions in Å:
N (-1.4656, -0.6601, -0.0490)
C (-2.0716, 0.7418, -0.0857)
C (0.8908, -0.3054, 0.1200)
C (-0.2253, -0.6151, 0.5912)
C (3.2890, 0.0937, -0.6159)
C (2.0393, -0.0251, -0.3236)
H (-0.3880, -0.2173, 2.1809)
H (-1.1688, 1.3191, -0.5363)
H (-2.1002, 1.0647, 1.0207)
H (-1.3539, -0.9430, -1.0330)
H (3.9898, 0.2834, 0.2447)
H (-3.0933, 0.6171, -0.4725)
H (3.6786, -0.0859, -1.5301)
H (-2.0209, -1.2679, 0.4887)

Mulliken population analysis, charges in e, atoms 1 to 2: -0.016, -0.671



No. 3
Formula: C5H8N
Source: OMol25
Level of theory: the ωB97M-V functional and the def2-TZVPD basis

Lowest unoccupied orbital energy (spin up / spin down) in eV: -5.8 / -5.8
Charge: +1
HOMO-LUMO gap (spin up / spin down) in eV: 8.34 / 8.33

Atoms and positions in Å:
N (-0.4322, 0.2177, -0.1061)
C (0.4760, 1.0578, 0.2779)
C (-1.8371, 0.5412, 0.0439)
C (0.1966, -1.0457, -0.4880)
C (1.5612, -0.2475, -0.5909)
C (1.8917, 0.5278, 0.5776)
H (2.8460, 1.2790, 0.4284)
H (1.8635, 0.1885, 1.6823)
H (-0.1377, -1.3700, -1.5366)
H (-2.3521, 1.0678, -0.8734)
H (2.1167, -0.1061, -1.5498)
H (-2.5002, -0.3395, 0.0420)
H (-1.9845, 1.1473, 0.8874)
H (-0.0455, -1.8495, 0.2085)

Mulliken population analysis, charges in e, atoms 1 to 2: 0.250, -0.191



No. 4
Formula: C5H8N
Source: OMol25
Level of theory: the ωB97M-V functional and the def2-TZVPD basis

SMILES string: CC(C)=C=C=[NH2+]
Lowest unoccupied orbital energy in eV: -5.8
Charge: +1
HOMO-LUMO gap in eV: 8.16

Atoms and positions in Å:
N (3.1969, 0.0510, -1.0191)
C (-1.4546, 1.1854, 0.6153)
C (-1.5145, -1.3108, 0.2640)
C (0.6773, -0.0123, -0.2792)
C (-0.8347, 0.0050, 0.1950)
C (1.9437, -0.0143, -0.6617)
H (-0.9443, -1.9997, 0.8928)
H (-2.5305, -1.0027, 0.5791)
H (3.8873, -0.6370, -0.9485)
H (-0.7276, 1.6481, 1.3141)
H (-2.5611, 1.0959, 0.9304)
H (-1.4027, 1.9487, -0.2430)
H (3.8065, 0.8555, -0.9379)
H (-1.5417, -1.8127, -0.7015)

Mulliken population analysis, charges in e, atoms 1 to 2: -0.406, -0.995



No. 5
Formula: C5H8N
Source: OMol25
Level of theory: the ωB97M-V functional and the def2-TZVPD basis

SMILES string: C=[N+]=C=C(C)C
Lowest unoccupied orbital energy in eV: -5.6
Charge: +1
HOMO-LUMO gap in eV: 8.79

Atoms and positions in Å:
N (-1.9295, 0.0834, -0.1780)
C (0.5861, -0.1114, 0.1034)
C (1.3327, 1.0428, 0.6803)
C (-3.1703, 0.2477, -0.4099)
C (1.4806, -1.1820, -0.3577)
C (-0.7456, -0.0624, -0.0269)
H (1.2444, -1.7179, -1.2470)
H (2.4539, -0.6917, -0.3079)
H (-3.7122, 0.9933, -0.0134)
H (-3.6386, -0.6897, -0.8999)
H (0.7640, 1.7910, 1.1675)
H (1.3583, -1.9605, 0.3852)
H (2.1421, 0.6943, 1.1944)
H (1.8341, 1.5631, -0.0903)

Mulliken population analysis, charges in e, atoms 1 to 2: -0.052, 0.634



No. 6
Formula: C5H8N
Source: OMol25
Level of theory: the ωB97M-V functional and the def2-TZVPD basis

SMILES string: C[C@@H]1C2=C[C@]21[NH3+]
Lowest unoccupied orbital energy in eV: -4.0
Charge: +1
HOMO-LUMO gap in eV: 9.80

Atoms and positions in Å:
N (1.3170, -0.5410, -0.6838)
C (0.2256, -1.3286, 1.4907)
C (-0.9966, 0.0719, 0.2060)
C (-0.9660, 1.4012, -0.4861)
C (0.1056, -0.9056, 0.1129)
C (-0.2924, -0.1164, 1.6634)
H (-1.6967, 2.0538, -0.0123)
H (0.0024, 1.8967, -0.4101)
H (2.1733, -0.5752, -0.1107)
H (-1.9864, -0.3608, 0.2785)
H (0.7496, -2.0919, 2.0170)
H (1.4173, -1.2138, -1.4578)
H (-1.2544, 1.3012, -1.5319)
H (1.2017, 0.4087, -1.0758)

Mulliken population analysis, charges in e, atoms 1 to 2: -0.238, -0.261



No. 7
Formula: C5H8N
Source: OMol25
Level of theory: the ωB97M-V functional and the def2-TZVPD basis

SMILES string: C#C[N@@H+](C)C=C
Lowest unoccupied orbital energy in eV: -3.7
Charge: +1
HOMO-LUMO gap in eV: 11.67

Atoms and positions in Å:
N (-0.1558, 0.3451, 0.3242)
C (-0.6219, -0.6877, -0.6060)
C (-0.3731, -0.1855, 1.6475)
C (-1.1529, -0.3127, -1.7687)
C (1.2071, 0.5623, 0.1620)
C (-0.6366, -0.5402, 2.7687)
H (1.6250, 0.9255, 1.0699)
H (-1.0124, 0.7575, -2.1478)
H (-1.0251, -0.6808, 3.7068)
H (-1.5181, -0.9704, -2.4018)
H (1.4630, 1.1224, -0.6802)
H (1.8121, -0.2890, -0.0631)
H (-0.6882, 1.2606, 0.2387)
H (-0.5693, -1.7530, -0.4214)

Mulliken population analysis, charges in e, atoms 1 to 2: 0.200, -0.033



No. 8
Formula: C5H8N
Source: OMol25
Level of theory: the ωB97M-V functional and the def2-TZVPD basis

Lowest unoccupied orbital energy in eV: -6.3
Charge: +1
HOMO-LUMO gap in eV: 10.57

Atoms and positions in Å:
N (1.6857, 1.1731, 0.6936)
C (0.1114, -1.6602, 1.0881)
C (-0.7446, 0.3878, -0.2279)
C (1.0729, 1.4749, -0.2405)
C (-0.1103, 1.4962, -1.0906)
C (0.3254, -0.5759, 0.1467)
H (-0.7150, -2.1536, 0.5171)
H (-0.4421, -1.3693, 2.0116)
H (0.8899, -2.3370, 1.2741)
H (-1.6138, -0.1337, -0.6328)
H (-0.7172, 2.3684, -1.3871)
H (-1.0513, 0.9346, 0.6399)
H (0.3810, 1.3335, -2.1486)
H (0.9280, -0.9388, -0.6437)

Mulliken population analysis, charges in e, atoms 1 to 2: -0.353, -1.094



In order of appearance, energy = -6793.7823, -6791.9270, -6792.5362, -6793.8565, -6794.9200, -6793.7161, -6793.1187, -6793.9938 eV.
In order of appearance, energy above the lowest of the compared OMol25 structures with the same formula, charge and spin = 99.30, 142.09, 128.04, 97.59, 73.07, 100.83, 114.60, 94.42 kcal/mol.